Record 1
This record from the OMol25 dataset describes the molecule C15H23N5O3 in a non-equilibrium geometry. The level of theory is ωB97M-V/def2-TZVPD.

Summary:
total energy: -1084.77830 Eh
energy relative to the best compared isomer or geometry (same formula, charge and spin): 454.45 kJ/mol
orbital gap: 9.22 eV
lowest unoccupied orbital energy: 0.52 eV

ORCA input file:
```
! wB97M-V def2-TZVPD RIJCOSX def2/J DEFGRID3
* xyz 0 1
H 6.2473 -1.5850 -0.9541
N 6.5594 -1.8034 0.0179
C 5.6428 -1.4458 0.8427
N 5.5846 -1.9946 2.1364
N 4.6331 -0.5296 0.5458
C 4.6929 0.2525 -0.8262
C 3.6381 1.3355 -0.7372
C 2.3715 0.6030 -0.7289
C 1.1232 1.5783 -0.9566
N 1.1595 2.9824 -0.3129
C -0.2374 0.8558 -0.6342
O -0.4811 -0.1751 -1.2013
N -1.2017 1.4809 0.0477
C -2.5010 1.0540 0.1514
C -2.6079 -0.1417 1.1167
C -3.8144 -0.9301 0.5097
C -5.0872 -1.1804 1.0261
C -5.9163 -2.2428 0.4626
C -5.4650 -2.9593 -0.6647
C -4.2650 -2.5830 -1.3705
C -3.4568 -1.6154 -0.7534
C -3.3604 2.2490 0.6664
O -2.7667 3.2428 1.1441
O -4.7185 2.1335 0.6172
H 5.5217 -1.3177 2.8677
H 6.1397 -2.9095 2.0854
H 3.6983 -0.9910 0.5844
H 4.5543 -0.5508 -1.6873
H 5.6853 0.8311 -0.9872
H 3.7531 1.9177 0.2465
H 3.7633 2.0777 -1.5957
H 2.1149 0.0293 0.1352
H 2.3338 0.0513 -1.6612
H 1.0325 1.6329 -2.1034
H 1.6341 3.8771 -0.7892
H 1.7186 2.9837 0.6036
H -0.8036 2.5160 0.0950
H -3.0003 0.8555 -0.9088
H -2.6240 0.1687 2.2104
H -1.7443 -0.7674 0.8273
H -5.4852 -0.6050 1.7993
H -6.5799 -2.7640 1.2536
H -6.0687 -3.8125 -0.8933
H -3.8634 -3.3177 -2.0497
H -2.5539 -1.4578 -1.2028
H -4.9994 2.9707 1.0255
*
```

=====

Record 2
This record from the OMol25 dataset describes a cluster of 2 separate species, C15H23N5O3 in total in a non-equilibrium geometry. The level of theory is ωB97M-V/def2-TZVPD.

Summary:
total energy: -1084.62093 Eh
energy relative to the best compared isomer or geometry (same formula, charge and spin): 867.62 kJ/mol
orbital gap: 9.00 eV
lowest unoccupied orbital energy: 0.03 eV

ORCA input file:
```
! wB97M-V def2-TZVPD RIJCOSX def2/J DEFGRID3
* xyz 0 1
C 2.4004 1.7607 -0.8430
C 1.1924 0.8972 -0.7613
C 3.5238 1.4126 0.0771
C 3.6797 -0.1026 0.2255
C 2.8628 -0.7989 1.1147
C 4.6142 -0.6226 -0.7414
C 3.2837 -2.1775 1.2871
C 4.7074 -2.0153 -0.7723
C 4.1524 -2.8159 0.3567
C -1.0107 0.8056 0.2650
C -1.8539 1.7747 1.0483
C -0.8799 -0.5252 0.9746
C -1.2626 -1.6420 0.0516
C -2.7659 -2.0432 0.2753
C -4.7568 -0.9980 -0.5940
H 3.0075 3.5162 0.0649
H 2.0247 3.7733 -1.5999
H 2.6930 1.5319 -1.9449
H 3.3361 1.8972 1.1031
H 4.4978 1.7958 -0.3448
H 2.2220 -0.2630 1.9255
H 4.8450 -0.1504 -1.7002
H 2.8877 -2.5883 2.2724
H 5.1056 -2.7073 -1.4921
H 4.2057 -3.8745 0.1841
H 0.5602 2.4447 0.1408
H -1.2922 0.6264 -0.7764
H 0.0867 -0.5283 1.3515
H -1.6159 -0.9278 1.9235
H -1.1546 -1.5679 -1.0088
H -0.5221 -2.4857 0.2446
H -2.8847 -2.0564 1.4122
H -2.9724 -3.2280 0.0385
H -2.8878 -0.7051 -1.2993
H -5.3672 -2.4985 0.7492
H -4.5187 -0.5353 -2.5380
H -6.0695 0.1595 -1.7216
H -3.2165 0.6998 0.2951
N 2.1767 3.2058 -0.6890
N 0.2840 1.3548 0.1295
N -3.3413 -0.9766 -0.4367
N -5.6526 -1.6327 0.0515
N -5.0450 0.1664 -1.4325
O 1.0191 -0.0533 -1.4502
O -1.3647 2.6558 1.7912
O -3.3101 1.8214 0.6062
*
```

=====

Record 3
This record from the OMol25 dataset describes a structure of composition C15H23NO4 in a non-equilibrium geometry. The level of theory is ωB97M-V/def2-TZVPD.

Summary:
total energy: -940.50880 Eh
energy relative to the best compared isomer or geometry (same formula, charge and spin): 1703.95 kJ/mol
orbital gap: 8.59 eV
lowest unoccupied orbital energy: 0.57 eV

ORCA input file:
```
! wB97M-V def2-TZVPD RIJCOSX def2/J DEFGRID3
* xyz 0 1
C -6.5841 -1.0024 0.6246
H -6.8273 -0.1998 -0.1119
O -5.3033 -1.5068 0.0167
C -4.2890 -0.8547 -0.1085
C -3.1827 -1.6425 -0.7316
C -2.0851 -0.8640 -0.6923
C -2.0372 0.4522 -0.2526
C -3.0957 1.2405 -0.0503
C -4.3173 0.5485 0.1459
H -5.0799 1.0110 0.6170
H -3.1113 2.4667 0.3468
O -0.8403 1.2686 -0.7363
C -0.5106 2.3061 -0.2879
C 0.9775 2.8790 -0.2671
O 1.6156 2.1264 0.6235
C 2.9532 2.0014 0.7325
C 3.5466 0.8165 -0.3445
N 3.3107 -0.4237 0.1909
C 4.2633 -1.2274 -0.6775
C 3.9772 -2.6571 0.1667
O 2.6198 -3.1346 -0.0341
C 1.7402 -2.0930 0.8837
C 1.9533 -0.6926 0.1442
H 1.2905 -0.0472 0.8224
H 1.5760 -0.6865 -1.1899
H 0.9194 -2.5425 0.6630
H 2.1783 -2.3055 1.7798
H 4.6054 -3.3010 -0.5315
H 4.3052 -2.6788 1.1927
H 5.2404 -1.0648 -0.4994
H 3.8652 -1.3003 -1.7236
H 4.5481 1.1260 -0.6774
H 3.0350 1.1538 -1.3485
H 3.3646 1.6309 1.5774
H 3.4120 2.9447 0.3309
H 1.1671 4.0810 -0.2109
H 1.3277 2.4376 -1.4524
H -0.8214 2.6003 1.1458
H -1.1291 3.2472 -0.7609
H -1.2653 -1.1409 -1.0285
H -3.1976 -2.5891 -0.6667
H -6.6333 -0.5475 1.7955
H -7.4816 -1.8357 0.5844
*
```

=====

Record 4
This record from the OMol25 dataset describes the ion C15H24BrI2N2O2 with charge -1. The level of theory is ωB97M-V/def2-TZVPD.

Summary:
total energy: -4015.38288 Eh
orbital gap: 7.08 eV
lowest unoccupied orbital energy: 2.23 eV

ORCA input file:
```
! wB97M-V def2-TZVPD RIJCOSX def2/J DEFGRID3
* xyz -1 1
H -0.7522 -2.1947 -2.8776
N -0.0351 -2.7971 -2.4676
C 0.0558 -2.5792 -1.2171
C 1.0570 -3.3396 -0.4215
C -0.8869 -1.6360 -0.4891
N -0.3870 -0.8829 0.6494
C -1.2239 -0.9519 1.8444
C -0.7817 -1.7038 3.1415
C -0.7820 -0.8155 4.3783
Br 0.9176 -2.6362 3.0608
C 0.1963 0.4696 0.3929
C 1.1977 0.3708 -0.7718
C 0.7759 0.5156 -2.2399
C 0.4031 1.9301 -2.6793
C 1.9384 0.0160 -3.1256
C 1.0094 0.7805 1.7617
O 0.3594 1.3961 2.6153
O 2.1579 0.3504 1.7508
C -0.7939 1.6120 0.1681
I -2.8313 1.1208 -0.2012
C -0.5648 2.9226 0.1359
C -1.5672 4.0163 -0.0968
I 1.3632 3.7136 0.3621
H 0.6080 -3.7727 0.4665
H 1.8500 -2.6828 -0.0691
H 1.4796 -4.1222 -1.0464
H -1.3311 -1.0043 -1.2570
H -1.7004 -2.2719 -0.1317
H -1.4502 0.0593 2.1665
H -2.1784 -1.4031 1.5676
H -1.4880 -2.5137 3.2985
H 0.1739 -0.3174 4.4997
H -1.5243 -0.0276 4.2635
H -1.0064 -1.4031 5.2670
H 2.0121 1.0723 -0.5888
H 1.6482 -0.6087 -0.6391
H -0.0809 -0.1076 -2.4789
H 1.1840 2.6435 -2.4134
H -0.5467 2.2636 -2.2711
H 0.2968 1.9448 -3.7666
H 2.4859 0.8557 -3.5559
H 1.5665 -0.5827 -3.9551
H 2.6457 -0.5882 -2.5634
H -1.9620 3.9700 -1.1130
H -2.3943 3.9284 0.6059
H -1.1137 4.9908 0.0410
*
```

=====

Record 5
This record from the OMol25 dataset describes a structure of composition C15H24CaN6O6 in a non-equilibrium geometry. The level of theory is ωB97M-V/def2-TZVPD.

Summary:
total energy: -2043.33055 Eh
energy relative to the best compared isomer or geometry (same formula, charge and spin): 0.00 kJ/mol
orbital gap (spin up / spin down): 6.63 / 5.55 eV
lowest unoccupied orbital energy (spin up / spin down): -0.91 / -1.99 eV

ORCA input file:
```
! wB97M-V def2-TZVPD RIJCOSX def2/J DEFGRID3
* xyz 0 1
O 0.2792 -1.2814 -3.6358
H -0.0280 -1.5382 -4.5201
Ca 0.2047 0.1004 -1.2944
N 1.7384 -1.8226 -0.9957
N -0.7061 -2.1112 -0.4604
N 0.6461 2.4478 -0.8042
N -1.3414 1.2922 0.3394
O 2.7813 -1.3918 -1.5662
O 1.6885 2.9604 -1.3772
O -2.4312 0.7076 0.9913
O -1.8632 -2.2151 0.0804
C -0.1214 -3.2450 -0.9585
C 1.2098 -3.0320 -1.4079
C -0.0757 3.2327 0.0144
C -1.1805 2.5771 0.6689
C 1.9156 -3.8238 -2.4357
H 1.8082 -3.3417 -3.4226
H 1.5278 -4.8450 -2.5034
H 2.9878 -3.8501 -2.2114
C -0.8632 -4.5098 -1.1659
H -1.7933 -4.3298 -1.7131
H -1.1218 -4.9420 -0.1973
H -0.2540 -5.2348 -1.7083
C 0.2349 4.6714 0.1905
C -2.0483 3.3491 1.6197
H 0.8914 4.9907 -0.6233
H 0.7622 4.8650 1.1352
H -0.6919 5.2560 0.1737
H -2.6846 2.6825 2.2119
H -2.7116 4.0330 1.0595
H -1.4307 3.9652 2.2975
H 1.6385 1.9598 -2.6159
H -2.4301 -0.2262 0.6611
C -1.8752 0.2066 -2.4560
H -1.8190 -0.3173 -3.4104
H -1.9972 1.2874 -2.6127
H -2.7129 -0.2051 -1.8851
O 1.2555 1.1737 -3.1563
H 0.8989 -0.5382 -3.7657
H 1.0363 1.5107 -4.0347
N 3.5256 1.3392 5.4696
C 2.6230 0.9215 4.8519
C 1.4886 0.3815 4.1385
C 0.3532 -0.0892 4.8284
C -0.6780 -0.6547 4.0752
C -0.5155 -0.7511 2.6807
N 0.5311 -0.2548 2.0330
C 1.5186 0.2954 2.7316
H 0.3055 -0.0236 5.9185
H -1.5939 -1.0312 4.5247
H -1.2597 -1.2724 2.0756
H 2.3775 0.6715 2.1670
*
```